The following is a quantum chemistry calculation of C5H7NO in the gas phase at a distorted geometry, from the Open Molecules 2025 dataset.

```
14
Properties=species:S:1:pos:R:3:forces:R:3:mulliken_charge:R:1
C 0.23530 1.88196 -0.10869 -1.1 2.1 2.6 -0.826
N -0.27399 0.60766 0.23733 1.5 0.8 1.0 0.054
C -1.41199 -0.10415 0.10967 0.1 0.6 -2.2 0.614
O -2.47816 0.26602 -0.30707 -0.6 -0.4 0.5 -0.628
C -0.63427 -1.37314 0.29716 1.9 -1.9 1.1 -0.444
C 0.64056 -1.43770 -0.62095 -0.2 -0.2 2.7 -0.688
C 0.59864 -0.48646 0.55628 -0.1 -0.7 -0.2 -0.156
H 1.01997 2.07175 0.73759 -0.9 0.1 -2.1 0.277
H 0.60240 1.92185 -1.14343 0.0 0.4 0.4 0.274
H -0.62622 2.63754 0.15543 1.7 -1.1 -1.1 0.301
H -0.86156 -2.23352 0.88932 -0.4 -0.3 0.2 0.330
H 1.36041 -2.25845 -0.63016 -0.6 -0.2 0.7 0.265
H 0.50195 -1.13696 -1.58032 -0.3 1.5 -2.6 0.254
H 1.32696 -0.35640 1.40784 -1.0 -0.6 -1.0 0.373
```
Forces are in eV/Å.

Summary:
LUMO energy: 0.906 eV
Strongest force on any atom: 3.52 eV/Å
E_tot: -8833.41142 eV
HOMO level: -9.091 eV
Structure (SMILES): CN1C(=O)[C@H]2C[C@H]21
Energy above the lowest of the compared OMol25 structures with the same formula, charge and spin: 2.791 eV
Orbital gap: 10.00 eV